No. 1
# C4H4N2O

An isolated molecule of C4H4N2O (ωB97M-V/def2-TZVPD, OMol25).

Calculated values
Net charge   0
E_HOMO   -9.335 eV
SMILES string   O=c1cc[nH]cn1
Maximum force   0.42 eV/Å

CARTESIAN COORDINATES (ANGSTROEM)
C (1.09490, 0.65392, -0.08096)
N (0.12359, -1.59205, -0.16237)
H (-0.35966, 2.22903, 0.08067)
H (-2.15717, 0.68113, 0.21487)
C (-1.02185, -1.02103, -0.08644)
C (-0.13993, 1.16772, 0.04150)
O (2.36364, -1.31249, 0.24796)
N (-1.22307, 0.31722, 0.11266)
C (1.28537, -0.80328, 0.01962)
H (-1.93072, -1.61105, -0.20446)
H (1.96491, 1.29088, -0.18305)

Atom charges from the natural (NBO) analysis, given in e for atoms 1 to 8: -0.344, -0.491, 0.217, 0.416, 0.290, 0.023, -0.563, -0.568

=====

No. 2
# C3H4N2O2

An isolated molecule of C3H4N2O2 in a non-equilibrium geometry (ωB97M-V/def2-TZVPD, OMol25).

Calculated values
Net charge   0
E_HOMO (alpha / beta)   -8.866 / -8.864 eV
Maximum force   6.65 eV/Å

CARTESIAN COORDINATES (ANGSTROEM)
N (0.66059, -0.81445, -0.78652)
O (0.61150, 0.85718, 0.78011)
H (2.08397, -1.15778, 1.90781)
C (-0.32066, -0.06272, -1.17160)
H (-1.26847, -0.12811, 0.71850)
C (0.88517, -0.50333, 0.44772)
C (-1.15466, 0.58558, -0.29234)
O (1.32672, -1.37697, 1.39257)
H (-0.47160, 0.09397, -2.26855)
N (-0.23917, 1.56975, -0.02101)
H (-2.11339, 0.93687, -0.70669)

Atom charges from the natural (NBO) analysis, given in e for atoms 1 to 8: -0.475, -0.345, 0.508, 0.091, 0.140, 0.752, -0.329, -0.662

=====

No. 3
# CH3ClOSi

An isolated molecule of CH3ClOSi in a non-equilibrium geometry (ωB97M-V/def2-TZVPD, OMol25).

Calculated values
Net charge   0
E_HOMO   -9.752 eV
SMILES string   O=C[SiH2]Cl
Maximum force   3.04 eV/Å

CARTESIAN COORDINATES (ANGSTROEM)
H (1.52680, 0.32504, 2.36019)
Si (0.80702, 0.15938, 0.81059)
O (0.21175, 1.99920, -0.98769)
Cl (2.33209, -0.39405, -0.43925)
H (-0.03601, -0.92465, 0.53148)
H (-1.33516, 1.65240, 0.50257)
C (-0.26599, 1.52680, 0.02206)

Atomic charges from the natural (NBO) analysis, expressed in e, are listed below: -0.118, 0.965, -0.480, -0.372, -0.182, 0.129, 0.058

=====

In kJ/mol, the energy relative to the best compared isomer or geometry (same formula, charge and spin) values for the records above are, in order, 19.2; 605.1; 97.4.